(1)
Below is a structure of composition C35H23BF8O18S2 in a non-equilibrium geometry, with properties calculated with the ωB97M-V functional and the def2-TZVPD basis.

Each line ends with the Löwdin charge.
Atoms and positions in Å:
O1 -0.401 3.959 -3.234  -0.21
F1 1.707 5.477 -1.668  0.10
O2 -4.088 -1.383 -3.227  0.07
C1 0.490 -4.097 -3.237  0.01
H1 -7.305 0.785 -1.021  0.13
O3 0.787 5.227 0.275  -0.08
C2 8.157 0.192 -0.192  0.03
C3 -1.301 2.050 6.955  0.02
F2 -0.612 2.562 0.734  0.17
H2 0.859 -3.257 -0.078  0.12
O4 1.040 -5.805 -0.515  0.10
C4 1.948 3.391 -0.779  -0.09
O5 4.743 0.762 0.584  0.09
H3 -1.947 -6.308 2.763  0.12
H4 1.565 -4.215 -3.190  0.12
H5 2.003 1.789 -3.527  0.13
O6 -2.128 -3.757 3.199  0.11
H6 1.690 2.549 -0.119  0.15
F3 -2.549 4.209 -0.227  0.16
O7 3.955 2.233 -1.795  0.20
H7 8.896 0.290 -0.977  0.13
H8 -2.045 1.873 7.722  0.12
O8 3.034 4.043 0.007  -0.14
F4 -1.673 -0.059 -0.928  0.18
C5 -1.402 -4.227 2.350  -0.39
C6 -8.040 -0.619 -2.535  -0.38
H9 -1.849 -1.501 -3.175  0.09
H10 0.023 -6.154 -3.401  0.12
O9 2.140 1.659 6.190  0.10
C7 0.976 1.967 6.046  -0.38
H11 -3.391 -3.437 -3.386  0.10
H12 0.345 1.248 8.017  0.12
C8 -1.781 2.691 5.706  -0.39
C9 -1.431 2.189 -0.242  -0.36
H13 1.238 2.785 4.030  0.09
C10 -1.324 -5.691 2.127  0.02
C11 8.629 -0.385 1.091  -0.38
C12 -0.781 2.942 4.640  0.03
O10 0.728 -1.761 -3.064  0.09
C13 -0.023 1.715 7.113  0.02
H14 7.995 -0.950 3.112  0.13
C14 -1.494 -2.519 -3.228  0.02
C15 -0.335 -5.134 -3.350  0.02
C16 0.236 -3.875 0.558  0.02
C17 -2.321 -3.555 -3.341  0.03
F5 -0.793 1.223 -2.363  0.20
O11 1.784 4.160 2.219  -0.20
F6 0.324 0.583 -0.649  0.19
C18 -0.869 0.980 -1.073  -0.56
H15 5.626 -0.252 2.800  0.12
C19 -6.327 -1.848 -3.789  0.03
H16 -1.149 3.410 3.735  0.12
O12 9.780 -0.727 1.242  0.12
H17 6.527 0.986 -1.286  0.12
C20 0.313 -5.340 0.337  -0.38
C21 -5.689 -0.175 -1.995  0.03
C22 0.979 4.570 -0.941  -0.52
H18 -0.628 -2.292 1.669  0.12
F7 -2.527 1.733 0.385  0.16
C23 -1.908 3.412 -1.069  -0.50
C24 6.891 0.564 -0.357  0.03
C25 -0.559 -3.358 1.492  0.02
C26 6.367 -0.155 2.016  0.03
H19 -0.460 -7.273 1.015  0.12
O13 -2.558 -5.891 -3.511  0.11
H20 -8.404 -2.097 -4.113  0.12
H21 -5.996 -2.559 -4.536  0.12
F8 -2.776 3.079 -1.995  0.18
O14 -1.109 5.754 -1.987  -0.21
O15 2.858 6.117 1.321  -0.16
C27 -7.614 -1.601 -3.563  0.03
C28 0.497 2.608 4.797  0.02
C29 5.901 0.419 0.735  -0.36
O16 -9.212 -0.392 -2.330  0.12
H22 -4.897 0.321 -1.446  0.12
O17 -2.945 2.997 5.563  0.11
C30 -0.529 -6.208 1.193  0.02
C31 7.633 -0.528 2.183  0.03
S1 -0.588 4.434 -1.911  0.81
C32 -6.976 0.073 -1.768  0.03
H23 3.964 1.810 -0.915  0.07
C33 -1.805 -4.944 -3.411  -0.38
C34 -0.026 -2.710 -3.168  -0.38
B1 2.731 2.770 -2.055  -0.60
C35 -5.265 -1.155 -3.022  -0.35
S2 2.214 4.900 1.104  0.66
O18 2.260 2.704 -3.337  0.19

Energy relative to the best compared isomer or geometry (same formula, charge and spin): 165.5 kJ/mol
Orbital gap: 8.24 eV
Highest occupied orbital energy: -0.37701 Eh
Net charge: 0
LUMO: -2.0 eV
E_tot: -4321.830578 Eh
Strongest force on any atom: 3.501 eV Å⁻¹


(2)
Below is a cluster of 3 separate species, C31H53ClF2NSi in total in a non-equilibrium geometry, with properties calculated with the ωB97M-V functional and the def2-TZVPD basis.

Each line ends with the Löwdin charge.
Atoms and positions in Å:
C1 4.278 3.562 0.955  -0.70
H1 3.281 2.817 -1.888  0.13
C2 -1.924 -3.081 6.266  -0.11
H2 2.571 3.321 -4.642  0.09
C3 -0.622 4.714 -5.009  -0.27
F1 3.106 -3.054 -2.132  0.05
H3 -0.885 -3.229 6.570  0.07
C4 0.591 4.088 -4.320  -0.24
H4 -3.062 2.978 1.567  0.10
H5 -2.873 -1.224 -1.367  0.09
H6 -1.496 -3.384 4.189  0.07
H7 -1.025 4.036 -5.765  0.10
H8 0.068 1.500 -5.376  0.07
C5 -2.874 -0.328 -0.701  -0.09
H9 -3.907 -6.316 3.675  0.06
C6 -3.618 -3.586 4.429  -0.23
H10 -3.657 -5.865 6.148  0.10
C7 -4.711 -6.520 4.386  -0.11
H11 -3.700 -4.030 3.432  0.09
C8 -2.189 -3.782 4.939  -0.27
H12 -4.650 -7.576 4.657  0.07
H13 0.727 -1.831 3.068  0.05
H14 -2.559 -3.469 7.063  0.07
H15 5.828 3.461 2.528  0.08
C9 3.188 -0.711 -1.670  -0.06
H16 -2.098 -2.005 6.178  0.07
H17 -1.161 -3.799 -0.220  0.04
H18 0.943 4.767 -3.534  0.11
H19 -5.684 -3.960 4.864  0.11
H20 4.367 2.368 2.794  0.09
H21 -4.641 2.800 -0.440  0.10
C10 4.618 1.513 -0.555  -0.14
C11 4.710 3.400 2.488  -0.11
F2 2.116 -1.698 -3.645  0.06
H22 -0.511 -3.964 1.443  0.05
H23 1.762 0.970 -5.352  0.06
C12 -4.597 -5.649 5.632  -0.27
H24 -1.959 -4.847 5.034  0.10
Si1 -0.658 -1.548 0.937  0.58
C13 -1.237 -3.353 0.819  -0.18
H25 -5.666 -6.356 3.883  0.08
H26 0.433 5.988 -6.427  0.07
H27 -1.387 1.172 2.173  0.08
H28 6.261 2.530 0.613  0.12
H29 0.272 3.174 -3.807  0.09
H30 2.183 4.699 -5.646  0.10
C14 0.990 1.452 -5.960  -0.11
H31 -0.980 -1.160 3.466  0.04
H32 -1.412 4.846 -4.263  0.11
H33 -5.397 -5.927 6.325  0.11
H34 0.355 -0.121 2.679  0.03
H35 5.623 0.021 0.520  0.18
H36 2.003 0.836 -2.895  0.13
C15 2.333 -1.896 -2.275  -0.40
C16 1.446 2.833 -6.411  -0.26
H37 -4.510 0.695 -1.942  0.10
H38 -4.725 -3.607 6.281  0.10
C17 3.564 1.783 -1.566  0.05
N1 4.912 0.227 -0.187  0.13
H39 0.702 -3.079 -1.326  0.12
H40 1.788 -1.482 0.558  0.08
H41 4.201 4.139 3.155  0.08
H42 0.038 6.776 -4.890  0.08
H43 0.799 0.815 -6.826  0.08
C18 -3.835 0.750 -1.050  -0.07
H44 0.906 -0.065 -0.281  0.09
C19 0.928 -1.186 -0.122  -0.25
H45 3.257 3.090 0.891  0.10
C20 -0.320 6.067 -5.641  -0.11
C21 -0.121 -1.151 2.746  -0.20
C22 -3.927 1.966 -0.214  -0.07
C23 4.237 -0.897 -0.696  0.05
H46 4.522 -1.920 -0.333  0.16
H47 5.554 3.439 -0.864  0.12
C24 2.819 0.661 -2.143  0.08
H48 -2.259 -3.502 1.256  0.04
C25 1.770 3.769 -5.246  -0.23
H49 2.344 2.721 -7.026  0.11
H50 0.125 -1.559 -2.125  0.13
C26 5.340 2.787 0.031  -0.12
H51 0.685 3.278 -7.059  0.10
Cl1 4.091 5.311 0.474  0.58
H52 -3.803 -2.513 4.295  0.11
C27 -1.954 -0.252 0.444  -0.25
C28 -4.714 -4.154 5.334  -0.23
C29 -2.043 0.981 1.290  -0.09
C30 0.948 -1.988 -1.488  -0.11
H53 -1.224 6.483 -6.091  0.07
C31 -3.011 2.042 0.944  -0.08

Orbital gap: 6.65 eV
Highest occupied orbital energy: -0.40950 Eh
Net charge: +1
LUMO: -4.5 eV
E_tot: -2216.891907 Eh
Strongest force on any atom: 3.348 eV Å⁻¹


(3)
Below is the ion C4H7BrNS with charge +1 in a non-equilibrium geometry, with properties calculated with the ωB97M-V functional and the def2-TZVPD basis.

Each line ends with the Löwdin charge.
Atoms and positions in Å:
H1 2.707 0.668 -0.833  0.13
Br1 -0.143 1.997 0.114  0.85
C1 -1.063 -1.097 0.853  -0.46
N1 2.270 0.698 0.008  0.20
H2 -1.226 -1.714 1.705  0.04
H3 -3.359 0.400 -1.790  0.04
S1 -2.618 -0.780 0.223  1.03
C2 -2.527 0.011 -1.212  -0.34
H4 1.055 -1.519 0.922  0.15
H5 -1.494 0.174 -1.510  -0.02
H6 2.498 1.587 0.340  0.12
H7 2.821 0.004 0.430  0.15
C3 0.277 -0.777 0.595  -0.23
C4 0.804 0.351 0.154  -0.65

Energy relative to the best compared isomer or geometry (same formula, charge and spin): 376.3 kJ/mol
Orbital gap (spin up / spin down): 7.25 / 7.25 eV
Highest occupied orbital energy (spin up / spin down): -0.42361 / -0.42362 Eh
Net charge: +1
LUMO (spin up / spin down): -4.3 / -4.3 eV
E_tot: -3183.181764 Eh
Strongest force on any atom: 4.598 eV Å⁻¹


(4)
Below is a structure of composition C3H12BrFeN6O3 in a non-equilibrium geometry, with properties calculated with the ωB97M-V functional and the def2-TZVPD basis.

Each line ends with the Löwdin charge.
Atoms and positions in Å:
C1 -0.053 15.845 -24.472  -0.64
O1 0.651 14.964 -23.961  -0.08
Br1 -1.119 13.715 -21.648  0.28
N1 -1.438 15.805 -24.305  0.13
C2 -2.932 16.925 -19.496  -0.46
Fe1 1.064 13.246 -20.756  1.02
O2 -2.599 16.061 -18.626  0.31
H1 -0.212 17.518 -25.656  0.10
C3 -5.244 15.004 -22.628  -0.67
N2 -4.806 14.418 -21.481  0.15
H2 -4.045 13.771 -21.424  0.04
H3 -5.124 14.774 -20.599  0.10
N3 0.429 16.884 -25.225  0.18
N4 -2.503 16.827 -20.787  0.24
H4 -2.014 16.529 -24.683  0.10
O3 -6.078 15.918 -22.632  0.02
H5 -3.950 18.102 -18.167  0.15
H6 -1.954 16.033 -21.124  0.00
H7 -4.052 18.655 -19.825  0.15
H8 -2.664 17.582 -21.437  0.14
H9 -4.108 13.733 -23.736  0.08
N5 -3.736 17.971 -19.150  0.26
N6 -4.809 14.450 -23.814  0.16
H10 -4.914 14.985 -24.655  0.11
H11 -1.757 15.065 -23.722  -0.03
H12 1.417 16.961 -25.377  0.12

Energy relative to the best compared isomer or geometry (same formula, charge and spin): 0.0 kJ/mol
Orbital gap (spin up / spin down): 4.82 / 3.32 eV
Highest occupied orbital energy (spin up / spin down): -0.55263 / -0.55231 Eh
Net charge: +2
LUMO (spin up / spin down): -10.2 / -11.7 eV
⟨S²⟩: 8.764
E_tot: -4512.827155 Eh
2S+1: 6
Strongest force on any atom: 4.277 eV Å⁻¹